(1)
Below is C9H14O3S in the gas phase, with properties calculated with the ωB97M-V functional and the def2-TZVPD basis.

```
27
Properties=species:S:1:pos:R:3
C 3.81038 0.03111 -1.88382
O 3.29138 0.97248 -0.93811
S 2.88300 0.51304 0.60570
O 3.31562 1.54254 1.51898
O 3.31216 -0.83554 0.86682
C 0.87930 0.65534 0.27665
C 0.62156 -0.72276 -0.45004
C -0.59751 -1.22529 -0.55149
C -1.86864 -0.64823 -0.14320
C -3.14664 -1.21502 -0.68882
C -1.83003 0.39138 0.69554
C -2.98790 1.19988 1.28492
C -0.40082 0.80390 1.29773
H 3.92563 -0.96264 -1.33848
H 4.91619 0.11889 -1.92291
H 3.15920 -0.10595 -2.65955
H 0.96839 1.50796 -0.37907
H 1.51540 -1.35111 -0.63697
H -0.57890 -2.32625 -0.84199
H -3.13902 -1.39730 -1.71633
H -3.96508 -0.59943 -0.35484
H -3.34696 -2.17159 -0.12818
H -2.74406 1.04831 2.30765
H -3.99191 0.58989 1.10460
H -3.14414 2.15415 0.81657
H -0.21779 0.20898 2.18082
H -0.63881 1.82324 1.67781
```

Summary:
Structure (SMILES) = COS(=O)(=O)[C@H]1C=CC(C)=C(C)C1
Multiplicity = 1
E_LUMO = 0.585 eV

(2)
Below is a molecular structure, C47H40BaBrF5N11O3P2S2, with properties calculated with the ωB97M-V functional and the def2-TZVPD basis.

```
112
Properties=species:S:1:pos:R:3
Ba 0.68598 0.95563 -2.29579
S 1.08759 3.46033 -4.07997
C -0.05384 4.65712 -3.52272
C -0.10741 5.84318 -4.34101
N -0.13310 6.77604 -5.01712
C -0.86689 4.61430 -2.42683
S -1.03243 3.30899 -1.27402
C -1.71409 5.74385 -2.15151
N -2.40383 6.62671 -1.87715
F -1.35507 1.57075 4.47049
C -2.08664 0.88326 3.56363
C -1.57616 0.62023 2.32757
C -2.31842 -0.12833 1.41694
C -1.74012 -0.26734 0.06195
O -0.63670 0.23029 -0.13467
C -2.54804 -0.99128 -0.88098
C -3.70774 -1.52419 -0.43840
N -4.25723 -1.39354 0.81270
C -5.50953 -2.09477 1.00663
C -5.97213 -2.71962 2.28341
C -6.72951 -1.54914 1.67995
C -3.58043 -0.63673 1.75867
C -4.10174 -0.29210 3.01606
C -3.37090 0.47126 3.90803
N -3.98133 0.85210 5.14206
C -4.12992 -0.13878 6.18859
C -5.49411 0.11731 6.86361
N -5.90474 1.51921 6.50581
C -4.77441 2.47749 6.74011
C -3.68658 2.16518 5.69111
C -2.21102 -1.22874 -2.36696
O -2.85206 -2.12303 -2.92568
O -1.34722 -0.45919 -2.86207
H -0.60553 0.99747 2.02659
H -4.26733 -2.11800 -1.15056
H -5.71480 -2.67982 0.12375
H -5.39290 -2.55776 3.17907
H -6.41049 -3.70510 2.21475
H -6.67370 -0.58214 2.15701
H -7.67754 -1.74651 1.20000
H -5.10233 -0.56083 3.31111
H -3.32024 -0.08069 6.92772
H -4.11320 -1.13630 5.75735
H -5.45495 0.05438 7.94927
H -6.27241 -0.54563 6.49005
H -6.74965 1.79645 7.00037
H -6.08125 1.51788 5.49654
H -4.43412 2.30814 7.76004
H -5.15533 3.49240 6.65761
H -2.70832 2.23049 6.17355
H -3.70787 2.89310 4.88110
F 4.31214 5.00168 4.69624
C 4.13757 4.06566 3.75910
C 5.12387 3.12932 3.52743
F 6.25072 3.16222 4.24597
C 4.92743 2.15473 2.56435
F 5.92656 1.27438 2.41921
C 3.77087 2.07954 1.80073
P 3.40997 0.77539 0.51722
C 3.03686 -0.61769 1.66039
C 1.72376 -1.08057 1.65899
C 1.32753 -2.08868 2.52831
C 2.24462 -2.65467 3.39959
C 3.56193 -2.21210 3.39653
C 3.95593 -1.20073 2.53392
C 5.08085 0.42676 -0.13011
C 5.84520 1.49932 -0.58862
C 7.06011 1.28062 -1.21659
C 7.51507 -0.01625 -1.41727
C 6.74907 -1.08946 -0.98911
C 5.53782 -0.86968 -0.34666
C 2.79111 3.05218 2.04512
Br 1.18990 3.13723 1.03751
C 2.97300 4.02176 3.01604
F 2.03941 4.94532 3.26978
H 1.01614 -0.66435 0.95181
H 0.30471 -2.44630 2.50374
H 1.94228 -3.45210 4.06770
H 4.28816 -2.66223 4.06211
H 4.98582 -0.87736 2.52944
H 5.48559 2.51522 -0.45946
H 7.64329 2.12337 -1.56587
H 8.45488 -0.19031 -1.92580
H 7.07355 -2.10467 -1.17736
H 4.93849 -1.71585 -0.03922
N 5.51173 -4.10041 -2.84201
C 4.67286 -3.31577 -3.01312
N 3.72827 -2.44536 -3.30709
C 3.06944 -1.85182 -2.36463
N 2.45339 -1.27385 -1.55561
C 1.25659 -3.36818 -7.02885
N 0.13776 -3.30547 -6.09398
C -0.96688 -2.59158 -6.73053
N -0.61118 -1.26513 -7.23179
C 0.52997 -1.39931 -8.13005
N 1.68915 -2.06889 -7.54342
C 2.29012 -1.25619 -6.47857
P 1.12671 -0.90609 -5.07530
C 0.53099 -2.65112 -4.84031
C -0.30787 -0.35216 -6.12219
H 0.94747 -3.97846 -7.88305
H 2.10278 -3.85328 -6.53794
H -1.78259 -2.49340 -6.01196
H -1.30875 -3.19091 -7.58028
H 0.83054 -0.40656 -8.47227
H 0.20993 -1.98594 -8.99666
H 2.63472 -0.30900 -6.90156
H 3.16213 -1.77490 -6.07459
H -0.32679 -2.62771 -4.16373
H 1.32740 -3.22736 -4.36632
H -0.09938 0.64603 -6.51577
H -1.18103 -0.27291 -5.47130
```

Summary:
Net charge = -1
Multiplicity = 1
E_LUMO = -0.787 eV

(3)
Below is C2HNO4 in the gas phase, with properties calculated with the ωB97M-V functional and the def2-TZVPD basis.

```
8
Properties=species:S:1:pos:R:3
O -0.74311 -0.62280 -1.55424
C 0.05771 0.03717 -0.97075
C 1.26811 -0.65848 -0.38862
O 1.42464 -1.76757 -0.14626
N 2.36038 0.40903 -0.07080
O 1.99223 1.53186 -0.11521
O 3.49955 0.00504 0.11682
H 0.22620 1.11185 -0.78117
```

Summary:
Structure (SMILES) = O=CC(=O)[N+](=O)[O-]
Multiplicity = 1
E_LUMO = -1.975 eV

(4)
Below is a molecular structure, C37H39ClIN6O2SeSnTe, with properties calculated with the ωB97M-V functional and the def2-TZVPD basis.

```
89
Properties=species:S:1:pos:R:3
Sn 0.00068 -0.47644 0.84939
C -3.10220 -3.56766 -1.06476
C -3.74607 -2.26965 -0.68635
N -4.98787 -2.05187 -1.03760
C -5.58519 -0.89517 -0.68202
C -4.96800 0.08827 0.04162
C -5.73170 1.34098 0.38790
O -5.85649 1.55566 1.78900
C -3.61580 -0.11752 0.43150
C -2.96299 0.89679 1.22044
N -1.71153 0.96085 1.52582
C -1.27847 2.13195 2.21663
C -1.55755 3.39169 1.69206
C -1.08883 4.53840 2.31066
C -0.33259 4.44041 3.46936
C -0.06567 3.19385 4.01536
C -0.53554 2.04526 3.39308
I -0.19987 0.20092 4.31966
C -2.98667 -1.31391 0.06320
O -1.75831 -1.62262 0.38132
H -3.80478 -4.15899 -1.64532
H -2.79877 -4.12288 -0.17508
H -2.19896 -3.39948 -1.65700
H -6.61250 -0.77457 -1.00590
H -6.71194 1.30227 -0.09271
H -5.22286 2.22797 0.00430
H -6.37290 0.83512 2.16580
H -3.60947 1.69045 1.59258
H -2.13081 3.45860 0.77560
H -1.31894 5.50837 1.88936
H 0.03756 5.33008 3.96067
H 0.49870 3.11137 4.93392
C 1.63342 -0.07424 -3.03447
Te -0.09816 -1.08544 -2.32511
C 1.23190 -2.67556 -1.81856
C 2.49777 -2.39445 -2.59019
C 3.48658 -3.36786 -2.69675
C 4.66276 -3.10234 -3.37623
C 4.85881 -1.85575 -3.95811
C 3.87946 -0.88269 -3.85430
C 2.69569 -1.14148 -3.16934
H 1.90904 0.68523 -2.30079
H 1.41628 0.40963 -3.98496
H 0.77612 -3.62731 -2.08673
H 1.42409 -2.65248 -0.74610
H 3.32946 -4.34322 -2.24938
H 5.42283 -3.86753 -3.46112
H 5.77209 -1.64663 -4.49884
H 4.03067 0.08727 -4.31307
Se 4.59826 -3.88255 1.08519
C 3.88087 -2.26729 0.57410
N 3.45370 -1.24731 0.25278
C -0.67939 4.00996 -2.95129
C -1.65545 3.03126 -2.33155
N -0.96774 2.20843 -1.34699
C 0.23114 2.48384 -0.76187
N 0.75169 1.58116 0.03364
C 1.98530 1.90882 0.75517
C 2.86112 2.85390 -0.03992
C 2.04600 4.08032 -0.39169
N 0.80300 3.67843 -1.04350
C 0.10361 4.67877 -1.83943
H -1.21752 4.75605 -3.53455
H 0.01003 3.48711 -3.61758
H -2.09396 2.37912 -3.08713
H -2.47589 3.58039 -1.85675
H -1.30806 1.27533 -1.18506
H 2.52019 0.97940 0.95511
H 1.73361 2.36169 1.72236
H 3.20670 2.35941 -0.95146
H 3.73849 3.14132 0.53879
H 2.58671 4.72522 -1.08530
H 1.82619 4.66686 0.50751
H 0.85535 5.35120 -2.25119
H -0.56265 5.27802 -1.20709
Cl -1.13494 -3.23544 5.19921
C 0.03611 -3.68710 3.99986
C 1.30754 -4.07215 4.40510
C 2.23452 -4.44160 3.44989
C 1.90813 -4.43407 2.09452
C 2.90124 -4.88579 1.06621
C 0.63398 -4.03627 1.71273
C -0.31051 -3.66176 2.66235
H 1.55847 -4.08656 5.45659
H 3.22788 -4.73907 3.76387
H 2.49587 -4.83641 0.05861
H 3.24090 -5.90602 1.24918
H 0.35882 -4.02609 0.66305
H -1.30179 -3.35424 2.35803
```

Summary:
Net charge = +1
Multiplicity = 1
E_LUMO = -2.814 eV

Number 1: M 202.28 g/mol, E_tot -26533.8011 eV, HOMO -8.6291 eV. Number 2: M 1245.21 g/mol, E_tot -196493.9288 eV, HOMO -3.3595 eV. Number 3: M 103.03 g/mol, E_tot -11765.5545 eV, HOMO -10.6181 eV. Number 4: M 1087.39 g/mol, E_tot -151127.9592 eV, HOMO -10.4359 eV.